Entry from the OMol25 dataset: C4H6OS in the gas phase (wB97M-V/def2-TZVPD).

Last column: Löwdin charge in e.
Element x y z (Å)
O (0.33913, -3.71490, -0.53945)  -0.621
C (0.71561, 0.34202, 0.24313)  -0.119
H (-1.41922, -0.00049, -1.03288)  0.071
C (1.37739, 1.12429, 1.20537)  0.003
H (-1.55523, -1.87997, -1.54377)  0.136
S (1.19631, -2.58726, -0.14027)  0.916
H (1.80044, 0.71633, 2.08033)  0.015
H (1.33374, 2.23893, 1.26912)  0.065
C (-1.26188, -1.04254, -0.73434)  -0.138
H (0.34197, 0.89185, -0.58648)  0.032
C (0.17707, -1.16560, -0.43691)  -0.461
H (-1.75223, -1.25580, 0.23229)  0.101

Computed properties:
E_tot, eV: -17123.592
HOMO level (alpha / beta), eV: -8.67 / -8.67
ΔE to the lowest compared entry with this formula, charge and spin, kJ/mol: 437.83
Total charge: 0
LUMO level (alpha / beta), eV: -0.7 / -0.7
Kohn-Sham gap (alpha / beta), eV: 8.0 / 8.0

=====

Entry from the OMol25 dataset: 3 unconnected molecules or ions with the total composition C4H17N2O2 (wB97M-V/def2-TZVPD).

Last column: Löwdin charge in e.
Element x y z (Å)
H (-1.63357, 2.02278, -0.99255)  0.133
H (-0.60870, -0.54485, -1.04047)  0.131
H (-0.62853, -3.43003, 0.08360)  0.106
H (1.77565, -0.95831, -1.55122)  0.094
H (-2.01619, -3.93490, -0.50343)  0.033
H (-1.88041, -0.79163, 0.04003)  0.114
H (1.68313, -0.91630, 0.00048)  0.033
H (3.16743, 1.85808, -0.92536)  0.106
H (-0.30591, -0.77657, 2.79967)  0.146
H (2.23353, 2.46225, 0.58084)  0.094
H (0.08740, 0.76756, 1.19886)  0.078
C (1.18094, 0.90131, -0.62767)  -0.424
N (1.26720, -0.58284, -0.77435)  0.051
H (-2.13187, 1.30243, 0.67526)  0.126
O (-0.86950, -0.85793, 1.91622)  -0.109
O (-1.61354, -3.18683, -0.08576)  -0.077
N (-1.61291, -0.18487, -0.77841)  0.142
H (-1.18339, -1.76443, 2.06654)  0.046
C (-1.46867, 1.25223, -0.20531)  -0.103
C (2.43867, 1.56332, -0.09354)  -0.086
H (3.08139, 1.01792, 0.60549)  0.075
H (1.05711, 1.31804, -1.71447)  0.171
H (-2.23052, -0.34277, -1.56511)  0.150
H (0.19513, 2.46528, 0.62051)  0.159
C (0.01614, 1.34105, 0.27015)  -0.191

Computed properties:
E_tot, eV: -11492.291
HOMO level, eV: -13.60
ΔE to the lowest compared entry with this formula, charge and spin, kJ/mol: 154.36
Total charge: +1
LUMO level, eV: -2.8
Kohn-Sham gap, eV: 10.8

=====

Entry from the OMol25 dataset: 12 unconnected molecules or ions with the total composition C40H70N2O28 (wB97M-V/def2-TZVPD).

Last column: Löwdin charge in e.
Element x y z (Å)
C (-2.84198, -0.66198, 3.24235)  -0.566
H (-5.69793, -1.38497, 2.70759)  0.119
O (1.63279, -0.84436, 6.75404)  0.162
H (1.15748, 5.86434, 0.88872)  0.134
H (1.30855, -3.21305, 2.45615)  0.086
O (-3.88209, 3.34087, 5.39939)  0.067
O (3.09114, 2.32848, 1.49128)  0.147
O (7.61935, 1.92424, 0.84784)  0.024
C (-0.96796, 1.12802, -0.23872)  -0.267
O (0.40977, 1.37241, -0.67093)  0.063
H (-2.89446, 1.93011, -0.59544)  0.079
H (-6.72819, 2.81621, 0.62196)  0.088
O (0.16558, -5.20713, -5.64508)  0.173
C (-1.09930, -0.36327, -0.55270)  -0.095
C (-0.73469, -0.18470, -6.25118)  -0.339
C (-5.72265, 2.44299, 0.82265)  -0.112
H (4.75074, -0.90694, -4.59263)  0.090
H (-1.12621, -3.22684, -0.16200)  0.077
H (-5.81401, 0.64929, 4.08575)  0.077
C (-4.76520, 3.72584, 4.45499)  -0.570
O (1.96466, -1.77161, 4.73283)  0.079
C (-1.87590, 2.06523, -0.96890)  0.008
H (7.51057, -1.43855, -0.50858)  0.088
H (-2.96876, 1.08468, -4.37543)  0.088
H (-1.63550, -0.90427, 0.22617)  0.105
O (-5.65473, -0.87705, -1.47594)  -0.101
C (-0.38557, 1.17264, -4.26735)  -0.053
C (-2.87213, 3.16375, 3.30949)  -0.302
H (-1.59601, 3.08825, -0.71910)  0.078
H (1.58696, 3.39028, -1.92192)  0.076
O (5.34279, 1.73651, -4.44347)  0.089
C (-1.74122, -3.74884, 0.57543)  -0.023
C (1.62167, -0.76691, 5.57084)  -0.574
C (-2.55415, 0.10126, -4.61567)  -0.053
H (-2.17597, 2.15403, 5.09137)  0.134
O (5.19984, 2.86431, -2.53028)  0.063
H (-1.89959, 1.89051, -2.03920)  0.061
H (0.00512, -2.31890, 3.35638)  0.093
H (-1.69499, -3.13437, 1.47836)  0.070
H (5.16479, -1.48970, 1.37039)  0.089
C (2.67863, 3.32170, 0.98424)  -0.548
O (-5.77895, 1.21099, 1.54875)  -0.134
H (0.43216, -1.87878, 1.74006)  0.063
H (-1.63624, -5.67255, 1.55319)  0.156
H (-2.80686, -3.70359, 0.33334)  0.088
H (1.22083, 4.94893, -2.54433)  0.094
H (-1.60309, -0.55841, -1.50454)  0.119
H (-0.94768, 1.26008, 0.84463)  0.136
H (-1.96195, 3.95238, 5.11827)  0.138
H (-3.04676, 2.17400, 2.87835)  0.134
O (0.20389, -5.07334, 0.81540)  0.072
O (1.23341, 0.32201, 4.87753)  0.064
C (-1.91653, 3.93298, 2.43942)  -0.014
H (4.85166, 1.06351, -1.53952)  0.110
C (1.86590, -1.35054, 3.35915)  -0.281
C (4.82940, -0.45561, -3.60185)  -0.015
C (2.01018, 4.39925, -2.03233)  -0.012
H (-5.34979, 0.51088, 5.79262)  0.096
C (0.81067, -5.96126, 0.00133)  -0.573
H (-3.16610, -0.31007, -5.41524)  0.091
O (-3.33850, -0.49630, 4.47335)  0.102
C (1.09325, 0.21202, -0.65766)  -0.562
O (-4.14620, 3.85259, 3.25114)  0.039
H (0.04824, 0.71354, -3.36847)  0.077
C (1.11845, -3.53502, -2.81816)  -0.295
O (0.32599, 0.11340, -6.74363)  0.036
H (-0.00410, -1.78712, -3.46016)  0.111
H (2.81296, 5.87836, -0.69823)  0.155
C (-2.59303, 3.11757, 4.81372)  -0.056
H (0.47795, 1.49413, -4.85000)  0.090
H (-0.98322, 3.37621, 2.30400)  0.080
C (0.52676, -4.40821, -4.84716)  -0.561
H (-6.50078, -0.71824, -1.05059)  0.070
H (5.59287, 1.83629, 0.92403)  0.124
H (-4.62500, -1.86367, 5.37162)  0.153
H (-0.96874, 2.04465, -3.97192)  0.082
H (-4.17765, -0.36378, -0.04573)  0.061
H (2.61219, -4.33966, -1.46592)  0.076
H (-6.63100, -0.50172, 5.13470)  0.096
O (6.38976, 3.71845, -4.22731)  0.169
O (3.27014, 3.95542, -0.04196)  0.096
H (2.90407, 4.32144, -2.64908)  0.088
C (2.42276, -3.46314, -2.07927)  -0.002
H (0.23920, 4.72376, -0.14045)  0.118
H (1.73177, -1.80217, -3.93170)  0.132
H (-5.11661, -1.84934, 0.30235)  0.075
H (-5.20740, 3.16629, 1.44700)  0.065
H (2.38007, 0.78806, 3.23878)  0.113
C (1.53849, 0.14792, 3.48294)  -0.066
H (-3.91061, -1.77963, -1.00369)  0.072
H (-5.19322, 2.28410, -0.11968)  0.067
O (0.41506, -3.06595, -4.99896)  0.067
H (2.48003, -2.56092, -1.46336)  0.077
H (2.86432, -1.47783, 2.93784)  0.141
O (0.24517, -0.83304, -0.57741)  0.044
C (0.85770, -2.24808, 2.67474)  -0.009
H (4.86605, -1.07019, -0.31352)  0.074
O (-0.08461, -6.51183, -0.84884)  0.066
O (2.27252, 0.11456, -0.75584)  0.157
C (-5.66254, -0.05047, 4.91161)  -0.011
C (7.56974, -0.85607, 0.41402)  -0.057
H (4.36963, 0.03376, 1.01236)  0.065
H (-2.62261, -0.52395, -3.72104)  0.074
H (3.22465, -3.38874, -2.82120)  0.096
H (-4.85861, -2.87103, 3.29151)  0.134
C (2.36679, 4.88517, -0.64838)  -0.286
H (-1.41751, -0.93874, -6.67922)  0.142
C (5.13661, -0.65412, 0.66148)  -0.070
C (4.38683, 0.99783, -3.67061)  -0.293
H (-6.29062, 0.57804, 1.03942)  0.056
C (-1.21804, -5.15220, 0.68836)  -0.300
C (4.40553, 1.69867, -2.30315)  -0.091
C (1.19222, 4.91868, 0.35005)  -0.079
C (-4.63272, -1.10489, 4.58953)  -0.284
H (-2.32309, 4.07411, 1.43838)  0.079
H (7.70790, -1.52194, 1.27426)  0.093
C (0.82471, -2.39786, -3.81589)  -0.084
H (4.24368, -1.02551, -2.88271)  0.060
C (5.71211, 2.85395, -3.78328)  -0.564
C (-4.69541, -1.22364, -0.48351)  -0.163
H (0.27435, -3.71444, -2.14074)  0.135
O (-3.65001, -1.41163, 2.47721)  0.036
C (6.56698, 1.32982, 0.80326)  -0.336
H (5.88998, -0.47241, -3.34191)  0.097
O (-1.83614, -0.14848, 2.85691)  0.136
H (0.64149, 0.40213, 2.92026)  0.110
H (3.42038, 1.05001, -4.17687)  0.147
H (-1.76006, -5.48975, -1.43560)  0.132
H (8.50125, -0.29502, 0.35914)  0.086
H (3.40988, 1.97889, -1.97922)  0.091
C (-1.41154, -6.03159, -0.55528)  -0.064
H (-1.66801, 4.89135, 2.89430)  0.098
H (-2.02718, -6.90909, -0.37921)  0.133
O (1.12652, -4.70156, -3.67478)  0.087
N (6.42586, -0.00691, 0.59261)  -0.195
O (1.49341, 3.89761, 1.30565)  0.051
O (-5.91453, 3.93936, 4.64394)  0.169
C (-4.82274, -1.78749, 3.21351)  -0.065
N (-1.17931, 0.25511, -5.04035)  -0.193
O (1.96966, -6.21335, 0.00973)  0.167

Computed properties:
E_tot, eV: -102927.787
HOMO level, eV: -9.06
Total charge: 0
LUMO level, eV: -0.6
Kohn-Sham gap, eV: 8.5

=====

Entry from the OMol25 dataset: a molecular structure, C4H4FeO12 (wB97M-V/def2-TZVPD).

Last column: Löwdin charge in e.
Element x y z (Å)
H (-0.78409, 0.96648, 4.26284)  0.119
O (0.15645, -1.86725, 0.84537)  -0.021
H (1.47793, 3.50400, -2.35250)  0.119
O (1.28914, 1.46103, -1.17696)  -0.037
O (0.54028, 3.37234, -2.17339)  0.139
Fe (0.04880, 0.16203, 0.08532)  1.189
O (-2.54977, -1.64105, -2.35683)  0.128
O (1.83356, -1.12950, -0.17479)  -0.035
O (1.77590, -3.35146, 0.25147)  0.137
H (-3.43515, -1.55469, -1.98310)  0.115
C (0.08791, 0.78408, 2.61858)  -0.735
C (0.41178, 2.35182, -1.33066)  -0.746
O (0.12308, 0.96207, 3.93916)  0.137
H (2.59771, -3.18110, -0.24243)  0.126
C (-1.73457, -0.97397, -1.52391)  -0.741
O (-0.97916, 0.50800, 2.01574)  -0.032
O (1.06443, 0.87076, 1.81600)  -0.034
O (-0.51347, -0.72208, -1.78498)  -0.043
C (1.30050, -2.12106, 0.38992)  -0.755
O (-2.08337, -0.47890, -0.44297)  -0.011
O (-0.62787, 2.07846, -0.68187)  -0.020

Computed properties:
E_tot, eV: -63175.941
2S+1: 6
HOMO level (alpha / beta), eV: -6.12 / -6.13
ΔE to the lowest compared entry with this formula, charge and spin, kJ/mol: 0.00
Total charge: -1
LUMO level (alpha / beta), eV: 3.2 / 3.0
Kohn-Sham gap (alpha / beta), eV: 9.3 / 9.1